# 1
Formula: C10H13INO3
Source: the Open Molecules 2025 dataset
Level of theory: ωB97M-V with the def2-TZVPD basis set

The geometry in XYZ format:
```
28
Properties=species:S:1:pos:R:3:forces:R:3
I -4.317692 1.372932 -0.126226 1.6 -0.6 0.2
O -2.627226 -3.170352 0.031869 -1.1 5.1 1.2
O -5.081917 -2.492321 -0.350307 -1.2 -0.3 -1.8
O -4.413995 -1.868975 0.681283 3.3 1.9 0.4
N 0.279724 1.216220 0.309568 -2.6 -2.3 0.0
C 2.175114 -0.644949 0.627746 0.0 1.2 -0.4
C -0.446710 -1.253892 0.521791 -0.7 3.7 -0.5
C -1.940894 -0.859171 0.353664 1.7 2.6 0.3
C 4.365512 -0.721052 -0.786021 -0.1 -0.2 0.7
C -2.298149 0.637274 0.153474 4.3 -1.4 0.6
C 3.194219 0.268559 -0.256289 0.5 -0.9 -0.4
C -3.024769 -2.017106 0.356186 1.6 -4.8 -1.0
C -1.490436 3.203366 -0.091609 0.8 -1.7 -0.4
C -1.091188 1.650664 0.145997 -1.6 -1.5 0.0
C 0.656274 -0.172374 0.490049 -2.7 -1.5 0.1
H 4.041949 -1.283772 -1.730763 0.6 1.0 1.3
H 5.368050 -0.168509 -0.917684 -1.7 -0.9 0.0
H 3.709140 1.081940 0.367938 -1.1 -1.1 -0.9
H -0.542685 3.834360 -0.096287 -1.4 -0.7 0.1
H 2.655174 0.713063 -1.172454 0.8 -0.5 1.5
H -1.999276 3.218196 -1.126989 0.9 0.2 1.6
H 2.551652 -0.609769 1.715104 -0.9 0.0 -1.5
H 1.041730 1.921442 0.269140 -0.8 -0.6 0.0
H -0.118940 -2.331798 0.671354 -0.7 1.6 -0.3
H -5.152395 -1.781511 -1.040335 -0.1 -0.7 0.7
H -2.262134 3.508222 0.690484 1.3 -0.3 -1.0
H 2.249217 -1.731547 0.278139 -0.4 1.6 0.4
H 4.520653 -1.519139 0.031178 0.0 1.2 -1.2
```
Positions in Å, forces in eV/Å.

Its net charge is +1. The value obtained for the energy relative to the best compared isomer or geometry (same formula, charge and spin) is 104.3 kcal per mole. The SMILES is CCCc1cc(C(=O)OO)c(I)c(C)[nH+]1. The molecular weight is 322.12 g/mol. The value obtained for the LUMO energy is -5.321 eV. The highest occupied orbital energy is -13.056 eV.

---

# 2
Formula: C5H14N2
Source: the Open Molecules 2025 dataset
Level of theory: ωB97M-V with the def2-TZVPD basis set

The geometry in XYZ format:
```
21
Properties=species:S:1:pos:R:3:forces:R:3
N -0.345349 -1.225946 -1.937557 -1.5 0.3 -0.1
N -0.710299 -1.174020 0.849511 -1.2 2.4 2.0
C -0.321624 0.149917 1.157299 4.4 -5.5 1.4
C 0.900773 0.741230 -1.153164 1.7 1.0 -1.6
C -0.134588 0.517112 2.638461 1.1 0.4 0.0
C 1.017639 0.371345 0.381422 0.9 -0.6 -1.6
C -0.266587 0.252388 -2.051874 -1.0 0.1 2.0
H -1.175933 -1.581346 -2.442348 0.7 0.4 -0.2
H -1.386531 -1.525280 1.586889 0.7 0.6 -0.9
H -0.893678 0.218575 3.359371 -0.2 -0.2 -0.3
H -0.656769 -1.396702 -0.962113 0.8 -0.1 -0.6
H 1.692778 1.127561 0.853299 -0.8 -0.4 -0.1
H -1.268245 0.819004 -1.688566 2.0 -1.1 -1.0
H -0.409726 2.166809 0.510083 -1.1 -1.4 0.2
H -0.009814 0.574167 -3.064924 -0.3 -0.1 0.1
H -0.982166 0.875970 0.699336 -2.0 4.0 -1.7
H -0.017497 1.617676 2.704469 -0.1 -0.4 -0.1
H 0.950449 1.854604 -1.378631 -0.1 -1.0 0.8
H 1.626513 -0.593308 0.330032 -1.0 1.0 0.7
H 0.847038 0.068542 2.942301 -0.9 0.3 -0.1
H 1.899432 0.381540 -1.665736 -1.8 0.4 1.0
```
Positions in Å, forces in eV/Å.

The value obtained for the energy relative to the best compared isomer or geometry (same formula, charge and spin) is 164.0 kcal per mole. The molecular weight is 102.18 g/mol. The value obtained for the LUMO energy is -2.321 eV. The highest occupied orbital energy is -8.537 eV.

---

# 3
Formula: C47H51BrCoGeN5P2
Source: the Open Molecules 2025 dataset
Level of theory: ωB97M-V with the def2-TZVPD basis set

The geometry in XYZ format:
```
108
Properties=species:S:1:pos:R:3:forces:R:3
Br 2.568109 -0.231433 3.518402 -0.1 0.1 -0.1
Ge -0.312396 2.020685 -1.545254 0.5 -0.6 0.6
Co 0.844480 0.180343 1.505097 -0.2 0.0 0.5
P -0.602536 -1.697385 1.304868 -0.2 -0.2 0.0
P -0.680132 -1.890745 -1.578637 0.0 0.0 0.0
N 0.179016 1.041545 3.274375 0.3 -0.1 -0.3
N 3.405258 1.744084 0.122494 -0.1 0.0 -0.1
N 1.451657 0.535284 -0.343417 -0.3 0.4 -0.6
N 3.377445 0.262639 -1.663230 0.0 0.0 0.0
N -1.540919 -1.574085 -0.137216 0.1 0.0 -0.1
C -0.298984 1.577051 5.929459 0.0 0.0 0.0
C -1.461395 -0.003616 -5.078015 0.0 0.0 0.0
C -1.028729 -3.507694 -2.237234 -0.1 0.0 0.0
C -0.494957 4.068353 0.537707 0.0 0.0 0.0
C -0.309970 -5.774041 -2.580952 0.0 0.0 0.0
C -3.040473 -0.993765 2.486140 0.0 0.0 0.0
C -1.248954 1.935709 4.973064 0.0 0.0 0.1
C 1.275862 4.122486 -2.650694 0.0 -0.1 -0.1
C -1.064488 2.916345 -0.026911 -0.3 0.1 -0.2
C -3.550382 -1.494877 4.783200 0.0 0.0 0.0
C 0.180124 -3.307249 1.306548 0.0 0.0 0.1
C -2.549098 2.580762 5.351827 0.0 0.0 0.0
C -0.955629 1.651093 3.647297 0.0 0.0 0.0
C 2.941306 -1.038578 -2.164397 0.0 0.0 0.0
C -1.200703 4.823900 1.459135 0.0 0.0 0.0
C -1.627963 0.685470 -2.241818 -0.1 0.1 -0.3
C 1.394907 2.015066 -3.848368 0.0 0.0 0.0
C -0.046087 -4.493523 -2.120571 0.0 0.0 0.0
C -2.278462 -3.804245 -2.799647 0.0 0.0 0.0
C -3.903913 -0.918007 3.570574 0.0 0.0 -0.1
C 2.090532 4.705353 -3.610213 0.0 0.0 0.0
C -1.171884 -0.646742 -2.726750 0.0 -0.1 0.0
C 1.402341 -5.791947 1.203044 0.0 0.0 0.0
C 1.049518 0.697687 4.224000 0.0 0.0 -0.1
C 2.714326 2.723750 0.948398 0.0 0.0 0.0
C 1.560591 -3.399167 1.120281 0.0 0.0 0.0
C 0.025045 -5.705042 1.388733 0.0 0.0 0.0
C -3.087483 3.341556 1.246605 0.0 0.0 0.0
C -2.393953 1.511309 -3.318544 0.0 0.0 0.0
C -1.039501 -0.915395 -4.083914 0.0 0.0 0.1
C 2.550309 3.950025 -4.681132 0.0 0.0 0.0
C 0.934013 2.766534 -2.759721 -0.2 0.2 -0.1
C 2.754240 0.866652 -0.648463 0.4 0.1 0.2
C -2.105457 1.142456 -4.727143 0.0 0.0 0.0
C -2.374893 2.566853 0.342669 0.1 0.0 0.1
C 2.171913 -4.644236 1.067993 0.0 0.0 0.0
C -1.546045 -6.067336 -3.142007 0.0 0.0 0.0
C -0.589614 -4.466435 1.443631 0.0 0.0 0.0
C -2.530564 -5.088722 -3.247129 0.0 0.0 0.0
C 2.202896 2.607769 -4.803313 0.0 0.0 0.0
C -2.500390 4.469681 1.804454 0.0 0.0 0.0
C -1.828812 -1.672300 2.614053 0.1 0.0 0.0
C 4.442598 0.898987 -2.451297 0.1 0.0 0.0
C -2.333424 -2.153580 4.918778 0.0 0.0 0.0
C 0.881325 0.939168 5.563027 0.0 0.0 0.0
C 4.859808 1.719220 0.322990 0.1 0.0 0.0
C -1.471277 -2.247256 3.837230 0.0 0.0 0.0
H -1.334697 -0.262442 -6.121018 0.0 0.0 0.0
H -4.861649 -0.425584 3.464005 0.0 0.0 0.0
H -1.659743 -4.402621 1.607231 0.0 0.0 0.0
H -0.564097 -6.605086 1.503438 0.0 0.0 0.0
H 2.196784 -0.940201 -2.959994 0.0 0.0 0.0
H -3.490750 -5.329203 -3.683400 0.0 0.0 0.0
H -3.324770 -0.533280 1.546470 0.0 0.0 0.0
H -1.747306 -7.066932 -3.504185 0.0 0.0 0.0
H -2.867590 1.702108 -0.080471 0.0 0.0 0.0
H 3.169822 4.414090 -5.437737 0.0 0.0 0.0
H 3.807233 -1.551780 -2.577890 0.0 0.0 0.0
H 0.911310 -4.264529 -1.665909 0.0 0.0 0.0
H 2.540741 -1.653306 -1.358665 0.0 0.0 0.0
H -2.476417 3.080694 6.315207 0.0 0.0 0.0
H 0.883446 4.733752 -1.849467 0.0 0.0 0.0
H 1.626586 0.649372 6.290241 0.0 0.0 0.0
H 2.551815 2.036662 -5.654148 0.0 0.0 0.0
H -1.636048 1.918302 2.849432 0.0 0.0 0.0
H 1.879328 -6.763029 1.177381 0.0 0.0 0.0
H -0.749153 5.710274 1.884949 0.0 0.0 0.0
H 0.492121 4.401015 0.247614 0.0 0.0 0.0
H 5.277455 0.778994 -0.018514 0.0 0.0 0.0
H -2.864384 3.312650 4.608154 0.0 0.0 0.0
H 2.163107 -2.499234 1.025579 0.0 0.0 0.0
H 4.454393 1.970604 -2.276812 0.0 0.0 0.0
H -2.290069 0.488785 -1.400515 0.1 0.1 0.1
H 2.345611 5.754213 -3.537188 0.0 0.0 0.0
H 5.420422 0.472847 -2.232377 0.0 0.0 0.0
H -2.069929 -2.618774 5.859393 0.0 0.0 0.0
H -3.333012 1.824324 5.427792 0.0 0.0 0.0
H 1.113023 0.974736 -3.958421 0.0 0.0 0.0
H -4.105597 3.075796 1.499867 0.0 0.0 0.0
H 4.220303 0.730696 -3.503524 0.0 0.0 0.0
H -0.479747 1.796877 6.974847 0.0 0.0 0.0
H -3.475326 1.399027 -3.162667 0.0 0.0 0.0
H -3.063090 5.089715 2.490739 0.0 0.0 0.0
H -2.481821 1.808272 -5.495646 0.0 0.0 0.0
H 2.964135 2.578575 2.001335 0.0 0.0 0.0
H -0.653256 -1.881083 -4.392484 0.0 0.0 0.0
H 0.446605 -6.543168 -2.504567 0.0 0.0 0.0
H -3.043618 -3.041577 -2.890879 0.0 0.0 0.0
H 3.243418 -4.722722 0.940748 0.0 0.0 0.0
H 1.639264 2.650747 0.817474 0.0 0.0 0.0
H -2.441257 -2.051437 -0.076421 0.0 0.0 0.0
H 5.356369 2.549163 -0.178324 0.0 0.0 0.0
H -4.234089 -1.449219 5.620898 0.0 0.0 0.0
H -2.238859 2.594636 -3.220974 0.0 0.0 0.0
H 1.159450 -0.176441 -1.010448 -0.1 -0.2 0.1
H -0.539224 -2.792690 3.937507 0.0 0.0 0.0
H 5.046549 1.805584 1.393099 0.0 0.0 0.0
H 3.028019 3.731412 0.669135 0.0 0.0 0.0
```
Positions in Å, forces in eV/Å.

Its net charge is +4. The value obtained for the energy relative to the best compared isomer or geometry (same formula, charge and spin) is 0.0 kcal per mole. The molecular weight is 959.36 g/mol. Its spin multiplicity is 5. The value obtained for the LUMO energy (alpha / beta) is -10.726 / -12.747 eV. The highest occupied orbital energy (alpha / beta) is -18.197 / -18.415 eV.